one) Below is an isolated molecule of C2HClF2S, with properties calculated with ωB97M-V/def2-TZVPD.

## Properties
- LUMO (eV) = -1.24
- gap between HOMO and LUMO (eV) = 8.5

XYZ file:
```
7
C2HClF2S, DFT ωB97M-V/def2-TZVPD
F 0.113 -0.612 -1.759
C 0.382 -0.338 -0.450
F 1.764 -0.400 -0.398
Cl -0.218 -1.584 0.598
C -0.087 1.113 -0.216
S -0.959 1.859 0.890
H 0.396 1.651 -0.996
```


two) Below is a cluster of 2 separate species, C2HClF2S in total, with properties calculated with ωB97M-V/def2-TZVPD.

## Properties
- LUMO (spin up / spin down) (eV) = -3.31 / -3.29
- gap between HOMO and LUMO (spin up / spin down) (eV) = 7.3 / 7.3

XYZ file:
```
7
C2HClF2S, DFT ωB97M-V/def2-TZVPD
C -0.718 -0.449 0.141
C 0.545 0.158 0.293
F 0.659 1.330 0.855
F 0.943 0.902 -1.698
S -0.799 -2.064 -0.201
Cl -2.097 0.532 0.382
H 1.466 -0.408 0.228
```


On energetic grounds, one) is preferred over the next structure by 0.0971 hartree.